w) 54
Properties=species:S:1:pos:R:3 method="wB97M-V/def2-TZVPD" charge=0 e_homo_ev=-9.607 lumo_energy_ev=0.37 homo_lumo_gap_ev=9.98
C -0.313 3.071 3.066
O -1.278 3.349 2.038
H 0.489 3.815 2.932
H -0.690 3.207 4.072
H 0.137 2.099 2.850
H -0.761 3.404 1.227
C -3.455 -1.980 -3.608
O -2.725 -1.294 -2.591
H -2.737 -2.171 -4.407
H -3.830 -2.962 -3.318
H -4.284 -1.375 -3.971
H -2.914 -1.707 -1.739
C 2.662 3.101 0.783
O 1.369 2.671 0.275
H 2.442 3.854 1.537
H 3.098 2.230 1.272
H 3.214 3.507 -0.059
H 1.429 2.489 -0.668
C 1.494 0.087 4.545
O 0.187 -0.178 4.063
H 1.510 1.099 4.966
H 1.851 -0.589 5.330
H 2.236 -0.019 3.746
H 0.257 -0.294 3.109
C 0.625 -0.248 -3.372
O -0.099 -1.321 -3.956
H 0.023 0.669 -3.315
H 1.087 -0.475 -2.411
H 1.413 0.083 -4.054
H -0.931 -1.308 -3.453
C 0.931 -3.411 0.932
O 1.885 -4.406 1.232
H 0.818 -3.339 -0.157
H -0.030 -3.669 1.393
H 1.193 -2.412 1.277
H 1.685 -5.247 0.829
C 4.500 1.493 -1.880
O 3.162 1.033 -1.648
H 4.447 2.307 -2.603
H 5.022 1.785 -0.970
H 5.079 0.728 -2.411
H 3.272 0.420 -0.911
C -0.566 -0.198 0.005
O 0.235 0.109 1.129
H -1.599 -0.172 0.355
H -0.632 0.591 -0.755
H -0.260 -1.092 -0.533
H 0.914 0.748 0.878
C -5.163 -1.053 0.015
O -4.883 -2.242 -0.711
H -4.372 -0.306 0.007
H -6.093 -0.615 -0.361
H -5.355 -1.274 1.073
H -5.696 -2.591 -1.072

***

x) 54
Properties=species:S:1:pos:R:3 method="wB97M-V/def2-TZVPD" charge=0 e_homo_ev=-8.640 lumo_energy_ev=-0.16 homo_lumo_gap_ev=8.48
C -8.197 -22.684 -7.914
O -8.298 -23.725 -7.029
H -8.009 -23.251 -8.825
H -9.026 -21.987 -8.037
H -7.306 -22.085 -7.727
H -9.077 -24.143 -7.403
C -3.812 -18.627 -6.418
O -2.537 -18.446 -5.805
H -4.168 -17.630 -6.676
H -3.594 -19.249 -7.286
H -4.513 -19.143 -5.761
H -2.627 -18.006 -4.956
C -6.358 -21.255 -5.701
O -5.529 -20.535 -4.758
H -7.349 -20.947 -5.369
H -6.356 -21.094 -6.780
H -6.258 -22.333 -5.577
H -5.824 -19.622 -4.798
C -6.305 -18.440 -6.215
O -6.811 -18.666 -4.898
H -7.047 -17.921 -6.821
H -5.502 -17.711 -6.110
H -5.923 -19.301 -6.764
H -7.134 -17.848 -4.513
C -9.162 -22.247 -5.286
O -10.144 -22.769 -4.522
H -8.266 -22.837 -5.094
H -9.424 -22.230 -6.344
H -9.069 -21.217 -4.939
H -10.094 -22.391 -3.641
C -3.595 -18.732 -3.392
O -2.978 -17.596 -3.963
H -3.770 -18.698 -2.317
H -4.506 -18.937 -3.955
H -3.054 -19.591 -3.789
H -3.353 -16.848 -3.492
C -7.002 -21.186 -2.792
O -7.736 -22.313 -2.426
H -7.457 -20.221 -2.569
H -6.051 -21.190 -2.260
H -6.708 -21.161 -3.841
H -7.368 -23.167 -2.665
C -5.102 -21.569 -8.696
O -3.971 -22.180 -9.359
H -5.314 -22.154 -7.801
H -4.824 -20.574 -8.347
H -5.938 -21.608 -9.394
H -4.148 -23.116 -9.470
C -3.381 -21.065 -6.957
O -2.529 -20.702 -5.891
H -4.411 -20.783 -6.738
H -3.097 -20.552 -7.876
H -3.227 -22.118 -7.192
H -2.685 -19.777 -5.689

***

y) 54
Properties=species:S:1:pos:R:3 method="wB97M-V/def2-TZVPD" charge=0 e_homo_ev=-9.389 lumo_energy_ev=0.17 homo_lumo_gap_ev=9.56
C -1.517 -3.097 2.591
O -0.153 -2.698 2.592
H -2.058 -3.091 1.646
H -1.565 -4.076 3.072
H -2.031 -2.412 3.282
H -0.053 -2.086 1.856
C -3.776 1.031 3.057
O -2.869 1.751 2.191
H -3.827 -0.017 2.775
H -3.413 1.091 4.082
H -4.763 1.466 2.897
H -3.002 2.686 2.356
C 4.826 0.969 -0.286
O 3.445 0.713 -0.007
H 4.952 1.239 -1.343
H 5.108 1.855 0.290
H 5.414 0.077 -0.103
H 2.943 1.450 -0.405
C 1.198 2.284 -2.495
O 2.285 2.596 -1.648
H 0.863 3.131 -3.108
H 1.395 1.380 -3.070
H 0.265 2.165 -1.937
H 2.835 3.247 -2.090
C 0.001 0.469 0.636
O -0.941 -0.157 1.501
H 0.104 1.517 0.927
H 0.943 -0.083 0.608
H -0.342 0.413 -0.409
H -1.597 0.536 1.682
C -3.663 -0.803 -0.271
O -4.837 -1.419 -0.783
H -2.830 -1.052 -0.927
H -3.827 0.264 -0.112
H -3.432 -1.143 0.745
H -5.077 -2.196 -0.278
C 4.920 -0.699 2.941
O 4.149 -1.314 1.930
H 4.637 -1.068 3.926
H 5.990 -0.815 2.750
H 4.773 0.389 2.941
H 3.614 -0.641 1.496
C -2.149 1.532 -3.651
O -1.324 0.456 -3.193
H -2.895 1.782 -2.900
H -1.577 2.442 -3.850
H -2.657 1.219 -4.567
H -0.505 0.558 -3.690
C 0.560 -2.102 -2.008
O -0.200 -2.209 -3.198
H 0.994 -3.077 -1.811
H 1.340 -1.331 -2.059
H -0.070 -1.767 -1.175
H -0.602 -1.354 -3.396

***

z) 54
Properties=species:S:1:pos:R:3 method="wB97M-V/def2-TZVPD" charge=0 e_homo_ev=-8.374 lumo_energy_ev=-0.23 homo_lumo_gap_ev=8.15
C 2.684 1.467 1.999
O 1.475 1.669 2.758
H 3.161 2.408 1.780
H 2.402 1.119 1.044
H 3.458 0.824 2.451
H 1.189 0.752 2.874
C 2.037 -2.061 3.475
O 1.113 -1.121 2.879
H 1.460 -2.865 3.986
H 2.803 -1.686 4.099
H 2.499 -2.648 2.684
H 0.351 -1.663 2.646
C -0.981 -3.394 1.072
O -1.134 -2.175 1.720
H -0.367 -4.146 1.521
H -0.557 -3.289 0.065
H -1.923 -3.870 0.922
H -2.007 -1.756 1.427
C 1.454 -0.640 -1.029
O 0.514 -0.528 0.032
H 1.119 -0.081 -1.930
H 1.601 -1.696 -1.306
H 2.380 -0.205 -0.704
H -0.281 -0.954 -0.262
C 0.600 2.784 -1.248
O 0.351 2.240 0.046
H 0.610 3.874 -1.311
H -0.152 2.524 -1.945
H 1.495 2.324 -1.585
H 0.309 1.268 -0.130
C 0.959 0.396 -4.998
O 1.318 1.673 -4.564
H -0.078 0.298 -5.313
H 1.232 -0.314 -4.247
H 1.507 0.163 -5.868
H 0.949 2.266 -5.254
C -1.364 0.567 3.184
O -0.858 1.529 4.011
H -0.918 0.637 2.125
H -2.462 0.723 3.099
H -1.263 -0.446 3.543
H -1.258 1.246 4.833
C -1.429 -1.113 -2.814
O -1.593 -1.219 -1.395
H -1.022 -0.100 -3.061
H -2.417 -1.149 -3.241
H -0.792 -1.916 -3.283
H -2.295 -1.888 -1.261
C -2.610 1.920 -0.854
O -2.330 1.389 0.401
H -2.615 1.262 -1.709
H -2.006 2.812 -0.995
H -3.621 2.286 -0.788
H -2.696 0.520 0.407

***

Most stable one: w), least stable one: x).

***

w) 6
Properties=species:S:1:pos:R:3 method="wB97M-V/def2-TZVPD" charge=0 e_homo_ev=-11.416 lumo_energy_ev=-1.37 homo_lumo_gap_ev=10.04
N -1.346 -1.578 -2.298
C -0.868 -1.035 -1.380
C -0.359 -0.471 -0.271
C 0.243 0.286 0.466
C 0.888 1.066 1.352
N 1.443 1.732 2.130

***

x) 6
Properties=species:S:1:pos:R:3 method="wB97M-V/def2-TZVPD" charge=0 e_homo_ev=-11.465 lumo_energy_ev=-1.83 homo_lumo_gap_ev=9.63
N -0.733 0.513 2.482
C 0.131 0.293 1.745
C 0.927 0.018 0.642
C 0.478 -0.130 -0.477
C -0.156 -0.279 -1.677
N -0.647 -0.416 -2.715

***

Most stable one: w), least stable one: x).

***

w) 21
Properties=species:S:1:pos:R:3 method="wB97M-V/def2-TZVPD" charge=+2 e_homo_ev=-19.629 lumo_energy_ev=-8.31 homo_lumo_gap_ev=11.31
C 1.694 -1.915 -1.347
C 0.582 -1.119 -0.943
N 0.515 -0.446 0.126
C 1.532 -0.584 1.156
C -0.860 0.357 0.412
N -1.745 -0.369 0.999
N -0.812 1.540 -0.120
C -1.844 2.542 0.028
H 2.417 -2.142 -0.656
H 2.198 -1.311 -2.083
H 1.096 -2.879 -1.803
H -0.308 -1.090 -1.568
H 1.437 -1.556 1.452
H 1.473 0.167 1.924
H 2.495 -0.399 0.552
H -2.621 0.016 1.140
H -1.766 -1.404 1.180
H -0.003 1.843 -0.570
H -2.196 2.812 -1.002
H -2.736 2.253 0.534
H -1.474 3.580 0.457

***

x) 21
Properties=species:S:1:pos:R:3 method="wB97M-V/def2-TZVPD" charge=+2 e_homo_ev="-18.742 / -18.744" lumo_energy_ev="-10.46 / -10.46" homo_lumo_gap_ev="8.28 / 8.29"
C -1.833 -0.678 -1.344
C 0.347 0.785 0.056
C 0.923 -1.309 0.778
C 2.554 -0.110 -0.667
C -2.341 0.339 0.859
N 1.256 -0.104 -0.005
N 0.277 2.068 -0.035
N -1.722 -0.001 -0.283
H -2.717 -1.286 -1.570
H -0.914 -0.908 -1.910
H 1.844 -1.566 1.249
H 0.135 -1.087 1.547
H 0.316 -2.079 0.197
H 2.576 -0.926 -1.299
H 2.804 0.842 -1.075
H 3.413 -0.259 0.110
H -1.807 -0.133 1.707
H -3.289 -0.236 0.940
H -2.399 1.375 0.861
H 1.016 2.674 0.337
H -0.439 2.598 -0.453

***

Most stable one: w), least stable one: x).

***

w) 42
Properties=species:S:1:pos:R:3 method="wB97M-V/def2-TZVPD" s_squared=0.753 charge=+2 e_homo_ev="-15.231 / -15.231" multiplicity=2 lumo_energy_ev="-6.96 / -9.34" homo_lumo_gap_ev="8.27 / 5.89"
Sn -0.774 0.204 -0.769
C 1.018 -2.511 2.607
C 0.062 -2.159 1.514
N -0.711 -1.134 1.571
N -0.616 -0.268 2.623
C -1.690 0.458 2.939
N -1.630 1.397 3.855
S -3.177 0.048 2.189
C -0.110 -2.999 0.302
C 0.195 -4.351 0.253
C -0.075 -5.062 -0.911
C -0.650 -4.406 -1.986
C -0.899 -3.045 -1.863
N -0.634 -2.368 -0.755
H 0.489 -2.577 3.561
H 1.779 -1.730 2.696
H 1.532 -3.448 2.428
H 0.262 -0.116 3.107
H -0.747 1.811 4.125
H -2.460 1.917 4.097
H 0.608 -4.864 1.110
H 0.155 -6.118 -0.965
H -0.884 -4.926 -2.904
H -1.325 -2.481 -2.688
S 3.122 -0.685 -1.213
C 1.635 -0.541 -1.370
F 1.091 0.848 0.808
B 0.642 2.149 1.339
F 0.660 2.058 2.712
F 1.363 3.140 0.771
F -0.730 2.171 0.874
C 0.414 4.659 -3.210
C 1.480 3.899 -2.755
C 1.218 2.659 -2.199
N -0.019 2.169 -2.114
C -1.046 2.901 -2.553
C -0.875 4.155 -3.107
H 0.589 5.641 -3.627
H 2.496 4.262 -2.805
H 2.016 2.054 -1.792
H -2.037 2.469 -2.451
H -1.733 4.719 -3.442

***

x) 42
Properties=species:S:1:pos:R:3 method="wB97M-V/def2-TZVPD" s_squared=0.757 charge=+2 e_homo_ev="-13.901 / -15.525" multiplicity=2 lumo_energy_ev="-6.85 / -8.09" homo_lumo_gap_ev="7.05 / 7.44"
Sn -0.399 -0.480 0.402
C 1.312 4.133 0.237
C 1.102 2.653 0.242
N 0.239 2.027 0.936
N -0.662 2.708 1.697
C -1.482 1.994 2.493
N -2.454 2.620 3.122
S -1.227 0.325 2.805
C 1.937 1.739 -0.593
C 2.996 2.188 -1.357
C 3.762 1.271 -2.070
C 3.450 -0.072 -1.993
C 2.356 -0.446 -1.232
N 1.612 0.433 -0.558
H 1.044 4.571 1.197
H 0.718 4.607 -0.549
H 2.353 4.386 0.056
H -0.858 3.683 1.501
H -2.641 3.605 3.001
H -3.130 2.082 3.643
H 3.240 3.238 -1.403
H 4.594 1.612 -2.670
H 4.024 -0.819 -2.522
H 2.060 -1.488 -1.167
S -1.455 -0.339 -3.324
C -0.781 -0.589 -2.019
F -1.746 1.113 -0.440
B -3.117 0.508 -0.299
F -3.712 0.509 -1.510
F -2.706 -0.834 0.076
F -3.766 1.143 0.694
C -0.667 -5.546 0.106
C 0.289 -4.921 0.893
C 0.333 -3.544 0.912
N -0.512 -2.796 0.186
C -1.441 -3.397 -0.573
C -1.546 -4.771 -0.636
H -0.730 -6.625 0.077
H 0.990 -5.490 1.487
H 1.057 -3.016 1.523
H -2.119 -2.757 -1.119
H -2.312 -5.221 -1.251

***

Most stable one: x), least stable one: w).

***

w) 30
Properties=species:S:1:pos:R:3 method="wB97M-V/def2-TZVPD" s_squared=2.011 charge=0 e_homo_ev="-3.694 / -9.379" multiplicity=3 lumo_energy_ev="0.58 / -2.41" homo_lumo_gap_ev="4.28 / 6.96"
C 0.196 1.616 -1.444
C -1.582 0.108 -1.475
C 0.676 -0.972 0.712
C 0.441 0.479 1.003
C -0.792 -0.460 0.893
C 1.252 -1.892 1.828
C 1.350 -1.335 -0.556
C 1.234 1.301 2.009
C -1.778 -0.744 1.992
C -1.032 1.432 -3.621
N -0.777 0.907 -2.247
N -0.091 1.192 -0.182
N -1.143 0.321 -0.247
O 0.998 2.468 -1.761
O -2.462 -0.643 -1.821
H 0.867 -2.945 1.600
H 0.892 -1.488 2.767
H 2.348 -1.750 1.954
H 1.440 -2.346 -0.766
H 2.440 -1.171 -0.579
H 0.897 -0.854 -1.402
H 1.835 0.650 2.714
H 0.499 1.935 2.580
H 1.801 1.977 1.413
H -2.725 -1.137 1.509
H -2.068 0.181 2.421
H -1.466 -1.489 2.625
H -2.016 1.347 -3.928
H -0.741 2.493 -3.641
H -0.496 0.817 -4.352

***

x) 30
Properties=species:S:1:pos:R:3 method="wB97M-V/def2-TZVPD" s_squared=2.014 charge=0 e_homo_ev="-3.634 / -9.835" multiplicity=3 lumo_energy_ev="0.72 / -1.61" homo_lumo_gap_ev="4.35 / 8.22"
C -1.062 -0.785 -2.097
C 1.987 1.483 -0.025
C 0.781 0.735 1.667
C -1.087 -0.378 -3.222
C -1.077 -0.184 0.303
C -1.058 -1.327 -0.746
C -2.107 0.902 -0.010
C -2.306 -2.203 -0.566
C 0.193 -2.198 -0.568
C 2.882 1.965 2.283
N 0.969 0.913 -0.575
N 1.952 1.422 1.334
N 0.222 0.425 0.467
O 2.988 2.077 -0.674
O 0.383 0.480 2.782
H 2.811 2.005 -1.619
H -1.104 -0.002 -4.201
H -1.295 -0.620 1.286
H -2.040 1.689 0.738
H -3.113 0.496 0.008
H -1.909 1.327 -0.991
H -3.215 -1.628 -0.715
H -2.321 -2.635 0.432
H -2.295 -3.011 -1.295
H 1.094 -1.617 -0.746
H 0.174 -3.020 -1.281
H 0.227 -2.606 0.440
H 3.088 3.009 2.052
H 2.418 1.880 3.265
H 3.817 1.404 2.271

***

Most stable one: x), least stable one: w).

***

w) 13
Properties=species:S:1:pos:R:3 method="wB97M-V/def2-TZVPD" charge=+1 e_homo_ev=-14.025 lumo_energy_ev=-3.80 homo_lumo_gap_ev=10.22
C -1.638 0.480 0.000
C 0.772 -0.213 0.141
N -0.413 -0.043 -0.752
S 1.900 1.309 -0.024
S 1.484 -1.819 -0.061
H -2.581 0.480 -0.679
H -1.856 -0.035 0.877
H -1.438 1.481 0.268
H 0.116 -0.133 1.318
H -0.882 -0.954 -1.092
H -0.116 0.586 -1.585
H 2.955 0.617 0.357
H 1.698 -1.758 1.231

***

x) 13
Properties=species:S:1:pos:R:3 method="wB97M-V/def2-TZVPD" charge=+1 e_homo_ev=-13.366 lumo_energy_ev=-3.81 homo_lumo_gap_ev=9.56
C -1.048 1.042 0.250
C -0.121 -0.132 0.193
N -0.577 -1.148 -0.804
S 1.466 0.768 -0.313
S 3.034 -0.343 0.334
H -1.232 1.279 -0.746
H -0.825 1.827 0.876
H -1.977 0.680 0.695
H -0.010 -0.623 1.115
H -1.647 -0.955 -0.708
H -0.051 -0.772 -1.640
H -0.349 -2.103 -0.572
H 3.337 0.482 1.320

***

y) 13
Properties=species:S:1:pos:R:3 method="wB97M-V/def2-TZVPD" charge=+1 e_homo_ev=-12.981 lumo_energy_ev=-4.10 homo_lumo_gap_ev=8.88
N -1.447 -0.140 1.325
C -0.193 -0.624 0.663
C 0.391 0.382 -0.199
S 2.093 0.065 -0.717
S 1.935 0.969 -2.734
H -1.143 0.263 2.246
H -2.050 -0.980 1.526
H -1.674 0.750 0.848
H -0.361 -1.507 0.104
H 0.441 -1.001 1.352
H -0.222 0.506 -1.100
H 0.492 1.334 0.359
H 1.738 -0.016 -3.674

***

Most stable one: x), least stable one: w).

***

w) 23
Properties=species:S:1:pos:R:3 method="wB97M-V/def2-TZVPD" charge=0 e_homo_ev=-8.699 lumo_energy_ev=-0.20 homo_lumo_gap_ev=8.50
C -2.784 0.824 0.991
C -2.833 -0.460 0.469
C -1.632 1.592 0.887
C -1.733 -1.008 -0.172
C -0.532 1.052 0.255
C -0.589 -0.239 -0.280
C 0.829 1.635 0.049
C 0.733 -0.575 -0.829
C 1.532 0.589 -0.753
N 0.930 -1.613 -1.743
O 3.034 -1.394 0.195
O 1.567 -0.368 1.886
O 2.795 0.630 -1.059
S 1.657 -1.292 0.774
H -3.649 1.231 1.491
H -3.737 -1.042 0.570
H -1.598 2.587 1.304
H -1.779 -2.007 -0.579
H 0.831 2.612 -0.436
H 1.342 1.737 1.015
H 1.909 -1.760 -1.957
H 0.493 -2.479 -1.457
H 3.216 -0.252 -0.621

***

x) 23
Properties=species:S:1:pos:R:3 method="wB97M-V/def2-TZVPD" charge=0 e_homo_ev=-9.228 lumo_energy_ev=0.26 homo_lumo_gap_ev=9.48
C 0.804 1.787 2.223
C 0.854 2.830 1.226
C 0.058 0.712 1.948
C 0.143 2.745 0.004
C -0.735 0.625 0.798
C -0.698 1.653 -0.249
C -1.521 -0.524 0.358
C -0.404 -1.622 0.268
C 1.544 -3.015 -2.235
N 0.168 -1.838 -0.815
O -2.138 -0.242 -0.818
O -3.138 2.005 -1.235
O 1.288 -2.678 -0.874
S -1.951 1.219 -1.549
H 1.566 1.673 2.973
H 1.215 3.809 1.557
H -0.086 -0.147 2.677
H 0.371 3.419 -0.755
H -2.318 -1.070 1.012
H 0.095 -1.837 1.194
H 2.630 -3.313 -2.330
H 1.356 -2.288 -2.850
H 0.898 -3.904 -2.527

***

Most stable one: w), least stable one: x).